Record 1
This record from the OMol25 dataset describes a molecular structure, C33H39BrClN3O5P2Pt. The level of theory is ωB97M-V/def2-TZVPD.

energy relative to the best compared isomer or geometry (same formula, charge and spin) = 1.549 eV
gap between HOMO and LUMO = 6.985 eV
charge = 0

Each line ends with the Mulliken charge.
CARTESIAN COORDINATES (ANGSTROEM)
Pt  -0.228  -0.468  -0.825  3.8584
C  1.338  -3.200  1.067  -1.5262
P  1.976  -1.890  -0.034  0.5197
C  2.386  -0.594  1.222  -0.1891
N  2.835  -0.947  2.391  -0.0780
C  3.043  0.024  3.324  -0.0140
C  3.523  -0.331  4.603  -0.4938
C  3.720  0.638  5.545  -0.5614
C  3.446  1.994  5.252  -0.5902
C  2.981  2.358  4.021  -0.5120
C  2.773  1.370  3.034  0.3024
N  2.295  1.734  1.811  -0.0675
C  2.110  0.797  0.929  -0.0633
P  1.233  1.249  -0.638  0.0891
C  2.418  1.082  -2.008  -1.3611
C  0.800  3.049  -0.579  2.3244
C  0.160  3.390  -1.933  -1.7522
C  2.029  3.938  -0.366  -1.7650
C  -0.251  3.277  0.513  -1.4506
C  3.690  -2.552  -0.490  1.6305
C  4.618  -1.407  -0.911  -1.6444
C  4.348  -3.339  0.647  -1.8545
C  3.467  -3.479  -1.689  -1.8051
H  1.968  -3.349  1.941  0.4672
H  1.251  -4.127  0.499  0.3724
H  0.348  -2.895  1.393  0.2122
H  3.720  -1.377  4.802  0.4676
H  4.084  0.371  6.528  0.3988
H  3.604  2.744  6.016  0.3994
H  2.754  3.387  3.773  0.4323
H  3.359  1.595  -1.812  0.5257
H  2.590  0.027  -2.191  0.0373
H  1.955  1.484  -2.906  0.5061
H  0.885  3.415  -2.746  0.4329
H  -0.284  4.386  -1.856  0.5285
H  -0.636  2.689  -2.197  0.1648
H  2.812  3.740  -1.099  0.3471
H  2.440  3.826  0.632  0.2011
H  1.713  4.976  -0.501  0.5368
H  -0.415  4.352  0.622  0.6446
H  -1.201  2.825  0.219  -0.0715
H  0.048  2.877  1.482  0.2516
H  4.621  -0.578  -0.199  0.2322
H  4.358  -1.015  -1.895  0.4110
H  5.641  -1.785  -0.972  0.5403
H  4.412  -2.753  1.564  0.2936
H  5.363  -3.621  0.349  0.5351
H  3.804  -4.258  0.867  0.3370
H  2.962  -2.962  -2.508  0.3428
H  2.864  -4.349  -1.416  0.3661
H  4.428  -3.849  -2.058  0.4548
Br  -2.643  -2.788  1.058  -0.0602
C  -2.821  -2.428  -0.780  0.0787
C  -4.020  -2.759  -1.391  -0.4941
C  -4.137  -2.578  -2.755  -0.4475
C  -3.047  -2.113  -3.468  -0.8297
C  -1.901  -1.779  -2.777  0.6336
N  -1.790  -1.905  -1.435  -0.4977
C  -0.705  -1.234  -3.541  0.0526
O  -0.614  -1.446  -4.731  -0.7112
O  0.115  -0.518  -2.841  -1.0212
H  -4.830  -3.153  -0.795  0.4698
H  -5.068  -2.814  -3.255  0.4610
H  -3.052  -1.990  -4.542  0.5234
C  -5.797  -0.241  1.219  -1.7934
C  -5.399  0.422  -0.071  1.5460
C  -6.367  0.915  -0.942  -0.8511
C  -6.005  1.487  -2.148  0.2050
Cl  -7.246  2.084  -3.213  -0.2351
C  -4.677  1.583  -2.529  -1.2197
C  -3.705  1.105  -1.666  0.5243
C  -4.063  0.540  -0.448  -0.9616
O  -3.058  0.023  0.335  0.3442
C  -2.625  0.822  1.427  -0.9226
C  -1.226  0.437  1.899  0.0182
O  -0.839  0.944  2.939  -0.7297
O  -0.537  -0.436  1.227  -0.7513
H  -6.650  -0.901  1.058  0.4457
H  -6.090  0.496  1.970  0.3673
H  -4.978  -0.832  1.626  0.2673
H  -7.415  0.838  -0.682  0.4861
H  -4.412  2.018  -3.483  0.4873
H  -2.654  1.142  -1.927  0.4018
H  -3.288  0.702  2.288  0.2928
H  -2.616  1.883  1.159  0.5570

***

Record 2
This record from the OMol25 dataset describes a molecular structure, C33H39ClN2O4SSb2Se4Zn. The level of theory is ωB97M-V/def2-TZVPD.

energy relative to the best compared isomer or geometry (same formula, charge and spin) = 0.000 eV
gap between HOMO and LUMO = 4.984 eV
charge = -2

Each line ends with the Mulliken charge.
CARTESIAN COORDINATES (ANGSTROEM)
Zn  -0.848  4.923  0.948  0.9411
C  3.902  9.039  -0.577  -1.3894
C  4.254  7.614  -0.412  0.8760
C  3.622  6.815  0.614  -0.7002
C  3.672  5.434  0.599  -0.3874
C  4.228  4.734  -0.476  0.4888
C  4.867  5.514  -1.462  -0.4146
C  4.773  6.910  -1.521  -0.7065
S  4.604  2.949  -0.473  0.3998
C  3.324  2.042  0.583  -0.8468
O  5.798  2.871  0.401  -0.6280
H  3.297  9.248  -1.492  0.3235
H  4.776  9.627  -0.797  0.3861
H  3.321  9.423  0.294  0.3219
H  3.117  7.317  1.443  0.2494
H  3.127  4.935  1.344  0.4418
H  5.388  5.062  -2.320  0.2602
H  5.151  7.511  -2.343  0.3428
H  2.280  2.194  0.315  0.2215
H  3.470  2.318  1.616  0.3281
H  3.550  0.952  0.449  0.3922
C  -5.614  3.147  -0.556  -0.9905
N  -4.659  3.872  0.224  0.3438
C  -4.403  3.799  1.563  0.4733
N  -3.258  4.532  1.906  -0.0979
O  -4.917  3.146  2.442  -0.7166
H  -5.000  2.367  -1.057  0.2120
H  -6.015  3.776  -1.326  0.2900
H  -6.362  2.767  0.105  0.3689
H  -4.367  4.769  -0.175  -0.2380
H  -3.265  5.560  1.661  0.0729
H  -3.168  4.515  2.927  0.2133
Se  -4.925  7.037  -0.260  -0.7184
Sb  -2.441  7.227  -0.503  0.5724
Se  -1.613  5.061  -1.611  -0.6462
Se  -1.382  7.151  1.753  -0.7196
Se  -1.482  9.175  -1.538  -0.7271
Cl  -1.451  1.741  0.422  -0.2072
C  -1.170  2.050  2.170  -0.5199
C  0.070  2.930  2.615  0.6620
O  0.443  3.918  1.851  -0.4361
O  0.546  2.745  3.743  -0.6825
H  -0.939  1.048  2.579  0.3499
H  -2.155  2.315  2.591  0.2461
C  3.382  -5.935  1.030  -1.4467
C  2.448  -6.696  0.128  0.5643
C  2.914  -7.737  -0.697  -0.3077
C  2.018  -8.759  -1.049  -0.6435
C  0.711  -8.683  -0.593  -0.3175
C  0.209  -7.591  0.066  -0.6531
C  1.021  -6.469  0.206  -0.1677
Sb  -0.080  -4.537  0.394  0.7892
C  0.219  -3.581  -1.561  0.1735
C  1.459  -3.952  -2.142  -0.3536
C  2.256  -3.068  -2.830  -0.6787
C  1.814  -1.770  -3.055  -0.7696
C  0.608  -1.369  -2.525  -0.7786
C  -0.250  -2.231  -1.741  0.4743
C  -1.454  -1.617  -0.940  -0.9499
C  -2.187  -5.065  0.220  0.2354
C  -2.520  -6.015  -0.767  -0.6327
C  -3.754  -6.625  -0.690  -0.4304
C  -4.719  -6.290  0.313  -0.8401
C  -4.355  -5.288  1.188  -0.2612
C  -3.089  -4.618  1.156  0.5449
C  -2.807  -3.445  2.048  -1.6994
H  2.892  -5.255  1.766  0.3064
H  4.018  -5.306  0.462  0.3566
H  4.020  -6.605  1.638  0.3768
H  3.985  -7.766  -0.994  0.3591
H  2.395  -9.639  -1.547  0.3743
H  -0.035  -9.425  -0.852  0.3614
H  -0.839  -7.639  0.409  0.5308
H  1.801  -4.981  -2.103  0.5989
H  3.241  -3.348  -3.182  0.3837
H  2.382  -1.028  -3.544  0.4536
H  0.191  -0.400  -2.688  0.4970
H  -1.997  -0.947  -1.650  0.4974
H  -1.199  -1.040  -0.029  0.1434
H  -2.142  -2.448  -0.655  0.1179
H  -1.802  -6.258  -1.555  0.5491
H  -4.036  -7.351  -1.455  0.3430
H  -5.598  -6.864  0.540  0.3818
H  -5.023  -4.920  1.960  0.3748
H  -1.731  -3.279  2.141  0.3078
H  -3.146  -3.707  3.051  0.5001
H  -3.370  -2.534  1.870  0.3300